No. 1
Entry from OMol25: C5H3NO as an isolated structure at a distorted geometry (ωB97M-V/def2-TZVPD).

```
10
Properties=species:S:1:pos:R:3:nbo_charge:R:1
C -0.790 -1.431 -1.479 -0.2556
C -0.664 -0.346 -0.955 -0.0484
C -0.483 0.780 -0.029 -0.3318
C 0.864 0.752 -0.343 0.2935
O 1.625 0.343 0.646 -0.2837
N 0.810 0.205 1.786 -0.1071
C -0.395 0.468 1.401 0.0289
H -1.140 -2.326 -1.938 0.2426
H 1.330 1.053 -1.266 0.2312
H -1.157 0.502 2.176 0.2304
```

Summary:
- Net charge: 0


No. 2
Entry from OMol25: an isolated molecule of C2H4N2O4 at a distorted geometry (ωB97M-V/def2-TZVPD).

```
12
Properties=species:S:1:pos:R:3:nbo_charge:R:1
C -0.174 0.525 -0.487 0.1131
C 0.888 -0.278 0.086 0.4897
N 1.855 0.281 0.705 -0.6726
N -1.556 -0.052 -0.010 0.5165
O -2.245 0.639 0.748 -0.3488
O -0.161 1.873 -0.424 -0.6227
O -1.684 -1.253 -0.158 -0.3887
O 0.829 -1.647 -0.057 -0.6943
H -0.010 0.114 -1.564 0.2218
H -0.403 1.990 0.520 0.4943
H 2.717 -0.205 1.001 0.3817
H -0.057 -1.988 -0.361 0.5099
```

Summary:
- SMILES: [H]/N=C(\O)[C@H](O)[N+](=O)[O-]
- Net charge: 0


No. 3
Entry from OMol25: C7H13B2BaF3O2 as an isolated structure at a distorted geometry (ωB97M-V/def2-TZVPD).

```
28
Properties=species:S:1:pos:R:3:mulliken_charge:R:1
C -0.874 2.714 -0.355 -0.4373
C -1.620 1.498 -0.121 0.3377
B -0.865 0.111 0.405 -1.8300
C 0.108 0.153 1.716 -0.0507
C 1.648 0.515 1.423 -0.3770
O 1.891 1.895 1.038 -0.4557
C 2.544 0.217 2.736 0.6780
F 1.800 -0.165 3.840 -0.2145
F 3.383 -0.855 2.404 -0.2439
F 3.336 1.323 3.070 -0.2389
B -1.225 -1.269 -0.488 1.3916
O -1.370 -2.582 0.071 -0.4372
C -1.474 -1.125 -2.112 -0.2169
C -0.653 -2.204 -2.971 -0.9443
H -1.288 3.686 0.043 0.3540
H 0.161 2.614 -0.893 -0.2614
H -2.747 1.383 -0.292 0.3212
H 0.110 -0.904 2.164 0.3985
H -0.356 0.891 2.449 0.3261
H 2.055 -0.150 0.562 0.1522
H 1.613 2.529 1.731 0.3794
H -2.305 -2.834 -0.123 0.3449
H -2.588 -1.337 -2.272 0.2876
H -1.157 -0.084 -2.474 0.0599
H 0.470 -1.971 -3.028 0.1947
H -0.847 -3.283 -2.652 0.2593
H -1.028 -2.124 -4.048 0.3655
Ba 1.279 1.361 -1.823 1.8573
```

Summary:
- Net charge: +2


No. 4
Entry from OMol25: a 8-piece molecular cluster, C38H56ClN6O23P2 overall at a distorted geometry (ωB97M-V/def2-TZVPD).

```
126
Properties=species:S:1:pos:R:3:mulliken_charge:R:1
C -2.531 -1.917 -1.274 -0.6193
C -1.993 -1.373 0.107 0.4306
C -1.416 0.114 -0.044 -0.3746
C 0.196 0.139 0.125 -0.4022
O 0.328 -0.213 1.489 -0.7262
N 0.619 -0.797 -0.927 1.2751
P 1.838 -2.022 -0.650 0.0794
C 0.962 -3.622 -0.242 -0.7603
C 3.144 -1.562 0.590 -0.9014
C 0.683 0.004 -2.109 -1.6905
N 0.308 -0.486 -3.250 1.3257
C 0.323 0.361 -4.434 0.0392
C -0.813 1.233 -4.690 -0.5383
C -0.959 2.120 -5.864 -0.5795
C 0.232 2.063 -6.760 -0.4178
C 1.310 1.164 -6.340 -0.3652
N 1.395 0.332 -5.273 -0.1942
N 1.120 1.276 -1.693 1.0062
C 2.260 1.927 -2.333 0.4024
Cl 2.065 3.757 -2.379 -0.1662
C 3.690 1.498 -1.751 0.5088
C 4.588 0.766 -2.815 -1.0713
C 0.642 1.639 -0.350 0.5436
N -0.439 2.636 -0.601 -0.4266
C -0.747 3.297 0.408 0.6989
O -0.879 3.842 1.423 -0.4312
P 1.815 2.193 1.030 0.1497
N 2.396 3.664 0.890 -0.7922
H -3.094 -2.875 -1.089 0.5388
H -1.725 -2.096 -2.034 -0.0954
H -3.275 -1.170 -1.717 -0.3007
H -2.883 -1.272 0.796 0.2799
H -1.236 -2.052 0.591 -0.2340
H -1.916 0.771 0.733 0.6386
H -1.757 0.496 -1.044 -0.3129
H -0.358 0.210 2.037 0.4381
H 0.079 -3.683 -0.946 0.1551
H 0.562 -3.584 0.806 0.2152
H 1.585 -4.530 -0.460 0.4346
H 3.514 -2.532 1.049 0.4867
H 2.821 -0.919 1.450 0.1398
H 4.065 -1.082 0.147 0.2491
H -0.012 -1.466 -3.344 0.1843
H -1.651 1.222 -3.940 0.3869
H -1.835 2.781 -6.045 0.4134
H 0.273 2.685 -7.691 0.3901
H 2.213 1.164 -7.014 0.3336
H 2.320 1.647 -3.427 -0.2526
H 4.192 2.398 -1.292 0.4819
H 3.471 0.793 -0.904 -0.7744
H 5.615 0.528 -2.415 0.5682
H 4.711 1.467 -3.684 0.0989
H 4.080 -0.182 -3.158 0.1512
H 2.922 1.299 1.122 0.1597
H 1.064 2.175 2.257 0.1114
H 3.417 3.584 0.876 0.2696
C -1.042 -2.470 5.103 -0.4549
C -0.863 -0.983 4.995 -0.2382
O -1.731 -0.625 3.928 -0.2196
C -2.687 -1.588 3.845 0.5109
O -3.660 -1.497 3.166 -0.5446
O -2.383 -2.655 4.636 -0.3228
H -0.930 -2.835 6.122 0.4057
H -0.359 -3.022 4.452 0.2413
H -1.182 -0.453 5.896 0.1917
H 0.167 -0.706 4.768 0.3290
C -4.903 -5.779 3.679 -0.3909
C -3.622 -5.013 3.508 0.2571
O -2.646 -6.046 3.396 -0.3334
C -3.289 -7.165 2.962 0.6053
O -2.741 -8.160 2.607 -0.5289
O -4.639 -6.997 2.987 -0.3159
H -5.759 -5.263 3.246 0.3196
H -5.118 -6.008 4.726 0.2864
H -3.611 -4.415 2.592 0.0073
H -3.408 -4.370 4.351 0.1766
C -4.304 3.174 5.602 -0.4449
C -3.125 3.173 4.670 0.0748
O -2.015 3.072 5.561 -0.1939
C -2.473 2.500 6.708 0.5934
O -1.772 2.115 7.593 -0.5213
O -3.828 2.417 6.712 -0.3270
H -5.185 2.707 5.163 0.3189
H -4.570 4.178 5.944 0.2832
H -3.121 2.309 4.000 -0.0540
H -3.063 4.083 4.074 0.3245
C 6.796 -0.315 -6.220 -0.2687
C 7.653 0.681 -6.948 -0.3645
O 7.313 1.912 -6.319 -0.3236
C 6.840 1.619 -5.081 0.6903
O 6.624 2.433 -4.236 -0.5120
O 6.645 0.275 -4.932 -0.2520
H 7.267 -1.295 -6.145 0.2910
H 5.808 -0.430 -6.674 0.2187
H 8.721 0.496 -6.809 0.2687
H 7.437 0.718 -8.016 0.3146
C 0.878 -4.707 -6.173 -0.4403
C 1.736 -3.490 -5.978 -0.3872
O 1.046 -2.783 -4.949 -0.1756
C 0.306 -3.689 -4.264 0.3458
O -0.262 -3.452 -3.233 -0.4380
O 0.290 -4.888 -4.885 -0.3824
H 1.454 -5.583 -6.464 0.3314
H 0.082 -4.547 -6.904 0.2830
H 2.740 -3.736 -5.624 0.2784
H 1.817 -2.886 -6.880 0.3208
C -4.798 2.453 -1.529 -0.0305
C -5.592 2.578 -2.799 -0.4383
O -5.567 1.253 -3.322 -0.3406
C -5.350 0.409 -2.276 0.6378
O -5.438 -0.776 -2.338 -0.5267
O -5.020 1.098 -1.148 -0.2530
H -5.140 3.136 -0.752 0.3307
H -3.725 2.604 -1.687 0.0261
H -6.630 2.867 -2.618 0.2907
H -5.146 3.282 -3.502 0.3212
C 0.847 3.749 8.061 -0.0091
C 0.370 4.847 8.967 -0.3427
O 1.393 4.909 9.957 -0.3311
C 2.526 4.398 9.401 0.5752
O 3.604 4.454 9.900 -0.5137
O 2.264 3.814 8.199 -0.3415
H 0.551 3.905 7.024 0.2037
H 0.506 2.764 8.382 0.1884
H 0.311 5.814 8.460 0.2792
H -0.596 4.625 9.419 0.2827
```

Summary:
- Net charge: +1


No. 5
Entry from OMol25: C3H6F2 as an isolated structure at a distorted geometry (ωB97M-V/def2-TZVPD).

```
11
Properties=species:S:1:pos:R:3:nbo_charge:R:1
C -1.381 0.222 -0.143 -0.6651
C 0.133 -0.379 -0.172 -0.5150
C 1.330 0.219 0.314 0.5354
H -2.045 -0.929 0.044 0.2176
H -1.690 0.774 0.874 0.2230
H -2.067 1.234 -0.849 0.2457
H -0.304 -1.530 0.118 0.2538
H 0.720 -0.621 -1.160 0.2568
H 1.351 0.179 1.380 0.1327
F 2.397 -0.559 -0.202 -0.3740
F 1.556 1.390 -0.203 -0.3110
```

Summary:
- Net charge: 0


no.,Kohn-Sham gap (eV)
1,9.292
2,9.766
3,7.041
4,7.843
5,11.676